Entry from OMol25: C3H4O3V as an isolated structure in a non-equilibrium geometry (the ωB97M-V functional and the def2-TZVPD basis).

ΔE to the lowest compared entry with this formula, charge and spin   276.8 kJ/mol
Net charge   +2
Gap between HOMO and LUMO (alpha / beta)   7.267 / 7.414 eV
HOMO level (alpha / beta)   -0.6302 / -0.6295 Ha
Total energy   -34983.380 eV
Spin multiplicity   4
LUMO energy (alpha / beta)   -0.363 / -0.357 Eh

Positions of all 11 atoms, in Å:
O  -1.9213  0.4421  -1.3416
C  -0.8890  0.1556  -1.6796
C  0.4178  0.0092  -2.2309
H  0.2422  0.5075  -3.2300
H  0.6000  -1.0585  -2.4259
H  1.2050  0.3276  -1.5347
V  -1.4114  0.3262  1.9249
O  0.3787  0.2275  1.1475
C  1.0149  -0.0938  2.1932
O  0.0257  -0.2398  3.1697
H  0.3372  -0.6036  4.0074

Atomic forces in eV per Å
O 0.8 -0.6 0.0
C -0.3 0.8 0.1
C -0.7 -0.7 -0.8
H 0.9 0.0 0.7
H -0.1 0.0 -0.1
H -0.2 0.6 -0.2
V -0.5 0.1 0.6
O -0.7 0.3 -0.8
C 1.8 -0.3 -0.6
O -1.3 -0.2 0.9
H 0.2 0.0 0.3